{
  "formula": "CH3Br2ClSi",
  "method": "ωB97M-V with the def2-TZVPD basis set",
  "orbital_gap_ha": 0.405,
  "relative_energy_kcal_mol": 0.3,
  "e_tot_ev": -161574.8386,
  "smiles": "C[Si](Cl)(Br)Br",
  "largest_force_ha_per_bohr": 0.03495,
  "elements": ["Br", "H", "Cl", "Br", "H", "Si", "C", "H"],
  "xyz": [[2.664, 0.400, 0.278], [-0.492, -0.341, 1.720], [0.512, -1.432, -1.861], [0.353, 2.086, -1.575], [-1.524, 0.499, 0.853], [0.608, 0.165, -0.547], [-0.740, -0.251, 0.698], [-1.380, -1.128, 0.433]]
}

{
  "formula": "C60H58Ge2N5O3S2Sc",
  "method": "ωB97M-V with the def2-TZVPD basis set",
  "spin_multiplicity": 2,
  "orbital_gap_ha": [0.158, 0.158],
  "relative_energy_kcal_mol": 106.9,
  "e_tot_ev": -232157.9165,
  "largest_force_ha_per_bohr": 0.01624,
  "charge": -1,
  "elements": ["C", "H", "H", "C", "C", "S", "C", "H", "H", "C", "C", "H", "C", "H", "H", "H", "C", "N", "C", "Sc", "H", "C", "C", "H", "C", "C", "C", "C", "H", "H", "C", "N", "H", "C", "C", "C", "C", "H", "H", "N", "H", "C", "C", "H", "C", "H", "O", "H", "C", "C", "H", "H", "Ge", "C", "H", "O", "C", "C", "C", "H", "C", "S", "C", "H", "C", "H", "C", "C", "C", "C", "C", "O", "H", "C", "N", "C", "C", "H", "H", "C", "H", "C", "C", "C", "H", "H", "H", "H", "H", "H", "C", "C", "H", "H", "H", "C", "H", "C", "H", "H", "C", "C", "H", "H", "H", "H", "C", "C", "H", "C", "H", "H", "H", "C", "H", "H", "H", "H", "H", "Ge", "H", "H", "C", "C", "C", "C", "C", "H", "H", "N", "C"],
  "xyz": [[-3.621, -0.961, 2.043], [-1.693, 1.439, -3.330], [-7.145, -0.969, -1.964], [-4.240, -3.288, 2.488], [-3.591, 3.227, 2.444], [2.263, 2.459, -3.953], [-1.394, 1.140, -4.331], [-0.565, 1.365, -0.353], [6.243, 2.154, -1.931], [1.913, 0.516, 3.446], [-0.975, 2.360, -0.409], [2.067, 1.417, 5.375], [-1.944, 4.959, -0.645], [5.577, -1.710, -2.447], [-1.432, -0.840, -0.342], [-3.243, 3.319, 1.417], [1.450, -3.965, 0.483], [1.412, 0.632, -2.318], [-0.923, -1.724, 0.038], [2.304, -0.112, 0.449], [-1.469, -5.812, -2.583], [0.126, 1.316, -6.173], [-0.854, 4.687, 0.171], [-0.302, 3.980, 2.854], [-1.447, -3.644, -2.785], [1.451, 1.724, 2.745], [2.112, 0.491, 4.819], [-4.458, 3.048, 5.065], [0.959, -2.822, -3.826], [2.451, -0.793, 6.500], [-4.630, 4.241, 4.369], [2.014, -0.571, 2.683], [-2.028, -0.313, 4.748], [-5.136, -3.302, 1.458], [-4.572, -0.971, 0.971], [-4.198, 4.325, 3.051], [-1.750, -0.188, -6.307], [1.696, 3.505, 0.621], [-0.138, -4.846, 1.730], [1.065, -0.037, -1.162], [-1.682, -2.414, 0.412], [-5.693, 0.193, -0.848], [-0.091, -2.390, -1.083], [6.465, 3.241, 0.902], [-0.123, -4.894, -1.156], [-2.309, 5.975, -0.739], [3.682, -0.883, -0.819], [-3.014, -0.249, -4.570], [0.485, 2.799, -4.156], [3.037, -2.929, -4.351], [1.670, -1.769, -0.383], [-5.719, -4.190, 1.234], [5.484, 0.963, 0.137], [-6.433, -0.976, -1.148], [-3.434, 4.123, -1.951], [1.399, -4.045, 2.874], [0.948, -4.795, 1.699], [-1.069, -4.880, -2.204], [6.564, 2.208, 1.250], [0.076, 2.933, -3.155], [0.733, 3.819, 2.552], [3.195, 2.587, -1.229], [0.385, -3.757, -0.605], [-5.849, 1.092, -1.435], [-4.789, 0.189, 0.175], [-2.334, -0.916, -6.859], [0.830, 3.142, 1.178], [-0.963, -2.479, -2.296], [2.300, -0.732, 5.430], [2.163, 1.651, -2.367], [1.167, -1.493, -1.308], [1.341, 2.855, 3.453], [5.697, -1.589, 0.439], [-2.136, 0.192, -5.029], [1.985, -2.761, 1.142], [3.639, 1.659, 0.261], [2.095, -1.752, 3.299], [-4.214, 1.082, 0.403], [3.641, 2.416, 1.051], [-0.266, 1.721, -4.898], [-4.327, 5.249, 2.495], [-2.567, 3.922, -1.332], [3.499, -1.551, -1.956], [-3.403, 2.016, 3.120], [1.296, 4.745, 2.628], [2.262, -2.871, 5.104], [-2.113, -3.634, -3.640], [6.817, -0.726, 1.528], [-5.093, 5.095, 4.851], [-0.750, 0.817, 4.281], [-6.245, -2.110, -0.410], [1.969, -2.569, -3.533], [7.626, 1.937, 1.229], [-4.104, -4.175, 3.099], [-6.806, -3.013, -0.634], [1.874, -2.897, 2.381], [-3.744, 1.034, 5.007], [-3.858, 1.956, 4.444], [0.430, 3.750, -4.688], [-0.293, -1.403, 0.874], [2.230, -1.884, 4.662], [6.210, 1.097, -1.664], [7.221, 0.682, -1.715], [1.023, 1.742, -6.609], [5.570, 0.582, -2.379], [-0.678, -0.879, 3.745], [4.568, -1.943, -2.767], [2.187, -1.897, -2.342], [6.225, 2.161, 2.291], [-5.321, -2.137, 0.668], [-2.756, -2.166, 3.578], [0.211, -5.859, -0.778], [1.368, -5.795, 1.753], [-3.478, -2.124, 2.767], [5.093, -0.830, 1.917], [-4.792, 2.972, 6.096], [5.173, -2.910, -4.576], [-1.213, -1.531, -2.766], [-2.569, 1.809, -1.728], [-2.301, 0.564, 2.219], [2.855, -3.452, -5.282], [-0.371, 5.501, 0.706], [-0.372, 3.386, 0.300], [5.813, -0.729, 1.096], [-2.078, 2.629, -1.212], [-1.353, -0.030, 3.929], [4.332, -2.622, -3.956], [2.291, -4.467, 0.000], [-0.293, 0.068, -7.864], [1.128, 1.734, 1.523], [-0.609, 0.372, -6.873]]
}